1.
Formula: C4H6FLuO4
Source: OMol25
Level of theory: ωB97M-V with the def2-TZVPD basis set

Properties
* energy relative to the best compared isomer or geometry (same formula, charge and spin): 31.6 kJ/mol
* spin multiplicity: 2
* E_tot: -48765.2259 eV
* HOMO energy (spin up / spin down): -11.58 / -13.50 eV
* net charge: +1

Geometry (Å):
C1 0.6539 -1.6680 -1.8209
O1 0.3452 -0.3245 -1.9804
Lu1 1.1090 1.4673 -3.0129
H1 0.5693 -1.9647 -0.7574
H2 -0.0351 -2.3215 -2.3901
H3 1.6851 -1.8975 -2.1513
C2 -0.0266 1.3374 -0.0718
O2 -1.2743 0.9221 0.2382
C3 -1.2607 0.2097 1.4452
C4 0.0972 0.5622 2.0452
O3 0.8046 1.1289 0.9419
O4 0.1668 2.2099 -0.9174
F1 -1.3475 -1.1262 1.1590
H4 -2.1345 0.4838 2.0441
H5 0.0143 1.3095 2.8422
H6 0.6332 -0.3287 2.3863

natural (NBO) population analysis, charges in e, atoms 1 to 5: -0.240, -1.053, 1.734, 0.176, 0.185

---

2.
Formula: C4H6FMgO4
Source: OMol25
Level of theory: ωB97M-V with the def2-TZVPD basis set

Properties
* energy relative to the best compared isomer or geometry (same formula, charge and spin): 22.6 kJ/mol
* spin multiplicity: 2
* E_tot: -20597.3572 eV
* HOMO energy (spin up / spin down): -6.57 / -10.17 eV
* net charge: 0

Geometry (Å):
C1 0.5640 -1.3890 -1.4845
O1 0.4850 0.0138 -1.6199
Mg1 0.8162 1.7201 -2.7965
H1 0.4707 -1.6739 -0.4274
H2 -0.2330 -1.8763 -2.0624
H3 1.5427 -1.6979 -1.8709
C2 0.1111 0.9065 -0.4288
O2 -1.1981 0.5304 -0.0126
C3 -1.1889 0.0416 1.2733
C4 0.1602 0.4838 1.8193
O3 0.9412 0.6136 0.6482
O4 0.1898 2.0944 -0.9260
F1 -1.2728 -1.3471 1.2438
H4 -2.0667 0.3952 1.8249
H5 0.0702 1.4487 2.3397
H6 0.6083 -0.2640 2.4799

natural (NBO) population analysis, charges in e, atoms 1 to 5: -0.253, -0.727, 0.967, 0.205, 0.184

---

3.
Formula: C4H6FN
Source: OMol25
Level of theory: ωB97M-V with the def2-TZVPD basis set

Properties
* SMILES string: [H]/N=C(\C)C(=C)F
* energy relative to the best compared isomer or geometry (same formula, charge and spin): 127.4 kJ/mol
* E_tot: -8451.0141 eV
* HOMO energy: -9.80 eV
* net charge: 0

Geometry (Å):
H1 -0.5345 -2.8434 -0.0666
N1 -1.1684 -2.0782 0.0339
C1 -0.6846 -0.9189 0.0120
C2 0.7354 -0.4268 -0.0220
C3 -1.6743 0.2731 0.0567
C4 -1.2418 1.5464 0.0150
F1 -2.9591 -0.0476 -0.0467
H2 0.7150 0.3509 0.7103
H3 0.7641 -0.2418 -1.0918
H4 1.5095 -1.2544 0.1832
H5 -1.9186 2.2840 0.0166
H6 -0.2627 1.9024 0.0402

natural (NBO) population analysis, charges in e, atoms 1 to 5: 0.342, -0.604, 0.249, -0.697, 0.375

---

4.
Formula: C4H6FN2
Source: OMol25
Level of theory: ωB97M-V with the def2-TZVPD basis set

Properties
* SMILES string: FC1=[NH+]CCC=N1
* energy relative to the best compared isomer or geometry (same formula, charge and spin): 72.0 kJ/mol
* E_tot: -9934.8418 eV
* HOMO energy: -15.65 eV
* net charge: +1

Geometry (Å):
F1 2.6213 0.5351 -0.9376
C1 1.4752 0.1887 -0.5179
N1 1.0381 0.6198 0.6171
C2 -0.3600 0.3484 1.0629
C3 -1.2708 -0.1007 -0.0913
C4 -0.4349 -0.9381 -1.1860
N2 0.8321 -0.6882 -1.2866
H1 1.8067 1.1065 1.2610
H2 -0.8113 1.2515 1.5369
H3 -0.1758 -0.4706 1.8133
H4 -1.7191 0.6166 -0.7307
H5 -2.1649 -0.7425 0.2624
H6 -0.8368 -1.7264 -1.8034

natural (NBO) population analysis, charges in e, atoms 1 to 5: -0.214, 0.885, -0.510, -0.237, -0.511

---

Please write out number 4 again, unchanged.
Formula: C4H6FN2
Source: OMol25
Level of theory: ωB97M-V with the def2-TZVPD basis set

Properties
* SMILES string: FC1=[NH+]CCC=N1
* energy relative to the best compared isomer or geometry (same formula, charge and spin): 72.0 kJ/mol
* E_tot: -9934.8418 eV
* HOMO energy: -15.65 eV
* net charge: +1

Geometry (Å):
F1 2.6213 0.5351 -0.9376
C1 1.4752 0.1887 -0.5179
N1 1.0381 0.6198 0.6171
C2 -0.3600 0.3484 1.0629
C3 -1.2708 -0.1007 -0.0913
C4 -0.4349 -0.9381 -1.1860
N2 0.8321 -0.6882 -1.2866
H1 1.8067 1.1065 1.2610
H2 -0.8113 1.2515 1.5369
H3 -0.1758 -0.4706 1.8133
H4 -1.7191 0.6166 -0.7307
H5 -2.1649 -0.7425 0.2624
H6 -0.8368 -1.7264 -1.8034

natural (NBO) population analysis, charges in e, atoms 1 to 5: -0.214, 0.885, -0.510, -0.237, -0.511

---

Question: Which value of E_tot does entry 4 give?
Answer: -9934.8418 eV